[1]
This record from the OMol25 dataset describes a molecular structure, C14H25AlN5O2. The level of theory is ωB97M-V/def2-TZVPD.

Geometry as ORCA input:
```
! wB97M-V def2-TZVPD RIJCOSX def2/J DEFGRID3
* xyz -1 1
Al -0.11 2.26 0.83
O 4.23 3.24 2.56
O 4.92 3.81 0.49
N 0.54 -0.64 2.74
N -6.43 -8.44 -2.75
N -4.32 -4.13 -0.07
N -0.73 0.19 -2.15
N 2.55 0.59 -1.60
C -1.29 -0.60 -1.53
C 0.58 3.88 -0.22
C -5.81 -7.48 -2.58
C -4.24 -3.63 0.97
C 2.91 0.13 3.47
C -1.98 -1.40 -0.54
C 3.47 1.22 -3.96
C -4.12 -2.98 2.26
C 2.98 0.87 -2.63
C 2.11 3.83 -0.18
C 2.67 4.42 1.14
C 3.96 3.77 1.51
C 1.57 -0.31 3.12
C -5.03 -6.27 -2.36
H 3.56 0.03 2.60
H 2.43 2.79 -0.27
H 2.58 4.37 -1.01
H -3.40 -3.52 2.88
H 0.25 3.74 -1.26
H -3.98 -6.47 -2.55
H 2.89 1.17 3.77
H 3.31 -0.48 4.28
H 1.08 1.19 0.72
H 2.89 5.48 0.99
H -5.14 -5.92 -1.34
H 4.55 1.29 -3.96
H 4.74 3.08 -0.11
H -0.43 2.67 2.38
H -2.99 -1.65 -0.88
H -2.04 -0.82 0.38
H 3.16 0.47 -4.68
H -5.37 -5.49 -3.04
H -3.77 -1.95 2.12
H -1.43 -2.32 -0.35
H -1.46 1.62 0.16
H -5.08 -2.96 2.76
H 0.20 4.84 0.15
H 3.05 2.19 -4.26
H 1.96 4.32 1.96
*
```

For the frontier orbital gap, the calculation gives 6.8 eV. Its lowest unoccupied orbital energy is 2.3049 eV. Its HOMO energy is -0.166 Ha.

Atom charges from the natural (NBO) analysis, given in e for atoms 1 to 2: 0.90, -0.57

---

[2]
This record from the OMol25 dataset describes 2 unconnected molecules or ions with the total composition C2H7O2 in a non-equilibrium geometry. The level of theory is ωB97M-V/def2-TZVPD.

Geometry as ORCA input:
```
! wB97M-V def2-TZVPD RIJCOSX def2/J DEFGRID3
* xyz -1 1
O -0.75 1.20 -0.29
O -1.89 -0.68 -1.72
C 0.55 -0.17 1.20
C 0.52 0.74 0.02
H -1.51 0.11 -1.14
H 1.06 0.17 -0.87
H 1.66 -0.51 1.37
H 1.32 1.46 0.13
H 0.01 -1.15 1.03
H 0.14 0.11 2.21
H -1.11 -1.27 -1.93
*
```

For the frontier orbital gap, the calculation gives 7.7 eV. Its lowest unoccupied orbital energy is 4.6187 eV. Its HOMO energy is -0.113 Ha. The relative energy (zero: lowest compared OMol25 entry of this formula, charge and spin) is 12.25 kcal per mole.

Atom charges from the natural (NBO) analysis, given in e for atoms 1 to 2: -0.94, -1.05

---

[3]
This record from the OMol25 dataset describes 2 unconnected molecules or ions with the total composition H3N3O in a non-equilibrium geometry. The level of theory is ωB97M-V/def2-TZVPD.

Geometry as ORCA input:
```
! wB97M-V def2-TZVPD RIJCOSX def2/J DEFGRID3
* xyz 0 1
O -0.36 0.60 -0.67
N -2.95 -0.21 0.63
N 0.28 0.00 0.52
N -2.63 0.41 -0.27
H -0.36 -0.01 -1.38
H 1.17 0.44 0.66
H -0.45 -0.12 1.18
*
```

For the frontier orbital gap, the calculation gives 11.0 eV. Its lowest unoccupied orbital energy is 1.3261 eV. Its HOMO energy is -0.356 Ha. The relative energy (zero: lowest compared OMol25 entry of this formula, charge and spin) is 14.48 kcal per mole. As for the structure (SMILES): N#N.NO.

Atom charges from the natural (NBO) analysis, given in e for atoms 1 to 2: -0.59, -0.05

---

[4]
This record from the OMol25 dataset describes a molecular structure, C43H35N3O6PdS2Sb. The level of theory is ωB97M-V/def2-TZVPD.

Geometry as ORCA input:
```
! wB97M-V def2-TZVPD RIJCOSX def2/J DEFGRID3
* xyz -1 3
Sb -0.11 2.33 1.80
Pd 1.38 -0.78 -0.13
S 1.80 -0.05 2.92
S 4.35 -0.20 0.56
O 5.13 -0.74 -0.51
O 3.10 0.47 0.06
O 2.58 1.16 2.87
O 5.04 0.61 1.53
O 0.74 0.00 1.81
O 1.16 -0.32 4.19
N -0.17 -2.03 -0.10
N -2.85 -7.30 -6.89
N 1.88 -1.44 -1.93
C 1.23 2.70 -0.89
C -3.20 -0.07 3.69
C -0.56 1.05 -2.31
C 2.21 3.53 -0.12
C -0.78 5.49 1.67
C -4.39 0.38 3.12
C 4.12 -2.86 1.07
C -0.46 -3.03 -1.00
C -0.56 -3.98 -3.29
C 0.53 1.62 -2.94
C -1.75 -5.72 -5.16
C -1.18 6.65 2.34
C -2.54 -4.99 -4.27
C 1.55 -1.99 -4.09
C -1.98 1.48 2.31
C 2.72 -1.52 2.48
C -0.36 -5.58 -5.11
C -1.16 5.54 4.46
C 2.67 -3.92 2.66
C -0.85 -2.30 1.05
C 0.21 -4.72 -4.20
C -1.58 -3.47 0.91
C -3.24 3.06 0.72
C 2.59 -1.05 -4.02
C 0.05 -3.07 -2.34
C 0.11 2.13 -0.27
C -0.58 4.34 2.43
C 3.62 -4.01 1.66
C -1.37 6.68 3.71
C -0.63 5.57 0.18
C -0.77 1.30 -0.96
C -2.00 0.48 3.28
C 1.11 -2.22 -2.77
C -2.36 -6.59 -6.12
C 1.41 2.43 -2.24
C 2.22 -2.67 3.07
C -1.96 -4.14 -3.36
C -0.77 4.37 3.82
C -4.37 1.38 2.17
C -3.17 1.95 1.75
C 3.68 -1.61 1.47
C 2.75 -0.72 -2.69
C -1.33 -3.94 -0.38
H 3.95 -4.98 1.31
H -0.61 3.48 4.41
H -3.81 2.73 -0.15
H -1.58 0.80 -0.44
H 1.72 4.35 0.42
H -1.22 0.38 -2.84
H -3.21 -0.86 4.43
H -3.75 3.93 1.14
H 0.26 -6.15 -5.79
H -3.62 -5.08 -4.31
H -2.21 -3.91 1.66
H 2.25 -4.81 3.11
H -1.71 -4.84 -0.83
H 3.17 -0.66 -4.84
H -1.35 7.55 1.75
H -1.68 7.60 4.19
H 2.75 2.91 0.60
H 1.29 -4.64 -4.15
H 1.13 -2.43 -4.97
H -0.51 4.60 -0.30
H -2.58 -3.57 -2.68
H -5.30 1.72 1.73
H 0.73 1.39 -3.98
H 2.28 2.84 -2.75
H 1.46 -2.58 3.84
H -1.30 5.54 5.53
H -0.78 -1.64 1.90
H 3.46 -0.07 -2.23
H -1.51 6.05 -0.26
H 2.95 3.99 -0.79
H 4.85 -2.91 0.27
H -1.08 0.11 3.70
H -5.34 -0.06 3.43
H -2.27 3.38 0.37
H 0.24 6.17 -0.09
*
```

For the frontier orbital gap (spin up / spin down), the calculation gives 4.9 / 4.3 eV. Its lowest unoccupied orbital energy (spin up / spin down) is 2.0216 / -0.2944 eV. Its HOMO energy (spin up / spin down) is -0.107 / -0.171 Ha. The relative energy (zero: lowest compared OMol25 entry of this formula, charge and spin) is 0.00 kcal per mole.

Atom charges from the Löwdin analysis, given in e for atoms 1 to 2: 1.82, 1.02

---

[5]
This record from the OMol25 dataset describes a single C5H10O molecule in a non-equilibrium geometry. The level of theory is ωB97M-V/def2-TZVPD.

Geometry as ORCA input:
```
! wB97M-V def2-TZVPD RIJCOSX def2/J DEFGRID3
* xyz 0 1
O 1.32 -2.42 -0.66
C -0.43 0.23 1.03
C 0.99 -1.28 -0.48
C -1.13 2.24 -0.39
C -0.41 -0.94 0.01
C -0.01 1.59 0.46
H -1.64 1.42 -0.89
H 0.90 1.54 -0.14
H -0.94 -0.57 -0.86
H -1.45 0.28 1.40
H 0.25 0.02 1.86
H -0.73 -1.86 0.49
H 1.70 -0.46 -0.67
H 0.23 2.21 1.33
H -0.79 3.11 -0.93
H -1.92 2.65 0.26
*
```

For the frontier orbital gap, the calculation gives 10.7 eV. Its lowest unoccupied orbital energy is 1.0415 eV. Its HOMO energy is -0.356 Ha. The relative energy (zero: lowest compared OMol25 entry of this formula, charge and spin) is 17.87 kcal per mole. As for the structure (SMILES): CCCCC=O.

Atom charges from the natural (NBO) analysis, given in e for atoms 1 to 2: -0.52, -0.39

---

[6]
This record from the OMol25 dataset describes a single C5H10O molecule in a non-equilibrium geometry. The level of theory is ωB97M-V/def2-TZVPD.

Geometry as ORCA input:
```
! wB97M-V def2-TZVPD RIJCOSX def2/J DEFGRID3
* xyz 0 1
O 1.24 0.35 -0.23
C -0.92 0.92 0.23
C -1.01 -0.09 -0.99
C -2.01 -0.08 0.09
C 2.02 -0.79 -0.14
C 0.42 0.71 0.88
H 2.15 -1.18 -1.16
H -1.13 0.37 -1.96
H 1.57 -1.58 0.48
H -0.40 -1.01 -1.08
H 0.84 1.62 1.32
H -2.01 -0.94 0.76
H 2.99 -0.50 0.26
H -1.19 1.97 0.06
H 0.42 -0.08 1.65
H -2.98 0.31 -0.18
*
```

For the frontier orbital gap, the calculation gives 10.1 eV. Its lowest unoccupied orbital energy is 1.1692 eV. Its HOMO energy is -0.327 Ha. The relative energy (zero: lowest compared OMol25 entry of this formula, charge and spin) is 60.83 kcal per mole. As for the structure (SMILES): COCC1CC1.

Atom charges from the natural (NBO) analysis, given in e for atoms 1 to 2: -0.56, -0.27

---

| no. | calculated total energy (Eh) |
| --- | --- |
| 1 | -1215.1036 |
| 2 | -230.8651 |
| 3 | -241.2505 |
| 4 | -3439.8372 |
| 5 | -271.7241 |
| 6 | -271.6557 |